Arrangement one

A cluster of 3 separate species, C4H12O3 in total, computed with ωB97M-V/def2-TZVPD.

Each line ends with the Löwdin charge.
Cartesian coordinates (Å):
C1 1.554 -0.912 1.334  -0.015
C2 0.224 -0.293 1.044  0.024
C3 -0.466 -0.858 0.053  -0.277
O1 0.200 -1.376 -1.051  0.081
C4 -1.912 -0.519 -0.108  0.039
H1 1.487 -1.504 2.219  0.106
H2 2.332 -0.163 1.505  0.119
H3 1.856 -1.682 0.608  0.107
H4 -0.324 0.182 1.912  0.188
H5 -0.564 -1.856 -1.652  0.246
H6 -2.255 0.416 0.486  0.158
H7 -2.295 -1.294 0.503  0.108
H8 -2.177 -0.469 -1.099  0.077
H9 1.119 0.411 -1.866  0.065
H10 1.606 0.902 -0.516  0.037
O2 1.358 1.234 -1.397  -0.017
H11 -0.088 1.990 -0.587  -0.034
H12 -0.903 3.162 -1.058  0.011
O3 -0.750 2.630 -0.328  -0.023

Output
- LUMO energy (alpha / beta) (eV) = -4.6 / -8.4
- HOMO-LUMO gap (alpha / beta) (Ha) = 0.3657 / 0.2245
- net charge = +1
- HOMO (alpha / beta) (eV) = -14.550 / -14.547
- spin multiplicity = 2

Arrangement two

A cluster of 3 separate species, C4H12O3 in total, computed with ωB97M-V/def2-TZVPD.

Each line ends with the Löwdin charge.
Cartesian coordinates (Å):
C1 -0.208 1.369 -1.899  -0.004
C2 0.427 -0.037 1.781  -0.193
O1 1.787 -0.440 1.737  -0.008
C3 -0.060 0.778 0.631  0.041
C4 0.402 0.795 -0.665  0.030
H1 -0.197 0.624 -2.707  0.125
H2 0.369 2.251 -2.191  0.125
H3 -1.249 1.682 -1.790  0.097
H4 0.369 0.741 2.612  0.180
H5 -0.117 -0.951 2.043  0.165
H6 2.328 0.183 1.239  0.111
H7 -0.752 1.561 0.937  0.157
H8 1.341 0.272 -0.839  0.138
H9 -1.938 -0.350 0.180  -0.006
H10 -3.250 -0.957 -0.283  0.062
O2 -2.698 -0.180 -0.382  -0.021
H11 0.842 -1.802 0.121  -0.027
H12 1.699 -2.966 -0.071  0.061
O3 0.904 -2.573 -0.454  -0.032

Output
- LUMO energy (alpha / beta) (eV) = -5.3 / -9.0
- HOMO-LUMO gap (alpha / beta) (Ha) = 0.3668 / 0.2277
- net charge = +1
- HOMO (alpha / beta) (eV) = -15.249 / -15.236
- spin multiplicity = 2

The structure with the least stability is arrangement two.

Arrangement one

A cluster of 2 separate species, C4H14N in total, computed with ωB97M-V/def2-TZVPD.

Each line ends with the Löwdin charge.
Cartesian coordinates (Å):
C1 -1.178 0.566 -0.128  -0.218
C2 -2.592 0.110 -0.417  -0.085
N1 -0.888 0.745 1.336  0.159
H1 -0.539 -0.331 -0.657  0.157
H2 -0.962 1.584 -0.668  0.167
H3 -3.347 0.331 0.351  0.096
H4 -2.838 -0.919 -0.562  0.083
H5 -1.164 -0.068 1.877  0.163
H6 0.073 1.007 1.666  0.177
H7 -1.361 1.654 1.692  0.215
H8 -2.844 0.606 -1.274  0.054
C3 2.400 -0.026 -0.797  -0.174
C4 1.876 -1.348 -0.081  -0.170
H9 3.542 0.161 -0.869  0.096
H10 2.036 0.271 -1.789  0.053
H11 2.157 0.773 -0.009  0.051
H12 2.612 -1.562 0.722  0.068
H13 2.201 -2.200 -0.713  0.069
H14 0.814 -1.351 0.322  0.041

Output
- LUMO energy (eV) = -3.9
- HOMO-LUMO gap (Ha) = 0.4037
- net charge = +1
- HOMO (eV) = -14.902

Arrangement two

A cluster of 2 separate species, C4H14N in total, computed with ωB97M-V/def2-TZVPD.

Each line ends with the Löwdin charge.
Cartesian coordinates (Å):
C1 0.172 1.893 -0.123  -0.181
C2 1.658 1.665 -0.247  -0.099
N1 -0.553 0.987 0.905  0.216
H1 0.221 2.939 0.179  0.116
H2 -0.300 1.776 -1.245  0.188
H3 1.978 1.167 -1.128  0.068
H4 2.020 1.258 0.753  0.114
H5 -1.508 0.830 0.732  0.138
H6 -0.163 -0.011 0.871  0.113
H7 -0.421 1.379 1.749  0.110
H8 2.157 2.657 -0.281  0.097
C3 -0.122 -2.321 0.267  -0.132
C4 -1.120 -2.169 -0.912  -0.131
H9 -0.523 -2.827 1.157  0.083
H10 0.640 -2.946 -0.111  0.057
H11 0.314 -1.295 0.639  0.056
H12 -1.965 -1.429 -0.526  0.101
H13 -0.630 -1.748 -1.719  0.032
H14 -1.475 -3.074 -1.310  0.056

Output
- LUMO energy (eV) = -3.4
- HOMO-LUMO gap (Ha) = 0.4520
- net charge = +1
- HOMO (eV) = -15.705

The structure with the least stability is arrangement one.

Arrangement one

A cluster of 2 separate species, C4H14N in total, computed with ωB97M-V/def2-TZVPD.

Each line ends with the Löwdin charge.
Cartesian coordinates (Å):
C1 -1.842 -0.166 0.781  -0.182
C2 -1.727 -1.204 -0.321  -0.089
N1 -1.886 1.231 0.162  0.175
H1 -2.776 -0.227 1.426  0.153
H2 -1.010 -0.300 1.438  0.105
H3 -2.609 -1.854 -0.493  0.093
H4 -0.947 -1.894 0.022  0.081
H5 -1.821 1.202 -0.913  0.202
H6 -2.670 1.781 0.496  0.159
H7 -1.102 1.792 0.509  0.162
H8 -1.463 -0.883 -1.370  0.103
C3 1.924 -0.326 0.107  -0.180
C4 3.088 0.441 -0.512  -0.156
H9 0.997 0.204 -0.300  0.057
H10 1.675 -1.290 -0.260  0.042
H11 2.007 -0.442 1.171  0.064
H12 4.104 -0.002 -0.340  0.088
H13 3.070 1.385 -0.009  0.052
H14 2.986 0.551 -1.594  0.070

Output
- LUMO energy (eV) = -3.8
- HOMO-LUMO gap (Ha) = 0.3997
- net charge = +1
- HOMO (eV) = -14.700

Arrangement two

A cluster of 2 separate species, C4H14N in total, computed with ωB97M-V/def2-TZVPD.

Each line ends with the Löwdin charge.
Cartesian coordinates (Å):
C1 -1.323 0.132 1.948  -0.190
C2 -1.885 -0.810 0.911  -0.068
N1 -0.217 0.989 1.392  0.194
H1 -2.082 0.805 2.342  0.131
H2 -0.972 -0.384 2.830  0.131
H3 -2.104 -0.289 -0.025  0.089
H4 -2.844 -1.198 1.244  0.095
H5 -0.312 1.939 1.759  0.175
H6 0.719 0.601 1.538  0.166
H7 -0.334 1.129 0.385  0.152
H8 -1.231 -1.658 0.705  0.087
C3 1.739 -0.317 -1.161  -0.194
C4 1.323 0.060 -2.573  -0.156
H9 2.206 0.503 -0.605  0.061
H10 1.034 -0.945 -0.614  0.045
H11 2.585 -1.022 -1.217  0.078
H12 1.167 -0.851 -3.147  0.073
H13 2.089 0.611 -3.115  0.073
H14 0.444 0.707 -2.600  0.058

Output
- LUMO energy (eV) = -3.7
- HOMO-LUMO gap (Ha) = 0.4213
- net charge = +1
- HOMO (eV) = -15.137

The structure with the least stability is arrangement one.